56
Properties=species:S:1:pos:R:3 method="wB97M-V/def2-TZVPD" total_charge=0 lumo_ha=0.0247 smiles="CCOC(=O)C(C(=O)OCC)(c1ccccc1)[C@H](c1ccccc1)c1ccc(F)cc1" homo_lumo_gap_ev=9.416
C -2.71296 -3.97590 -1.09444
C -2.87435 -2.52644 -0.74877
O -1.53185 -2.01253 -0.50448
C -1.39511 -0.70956 -0.79336
O -2.34127 -0.08299 -1.26627
C -0.01557 -0.09815 -0.45602
C 1.10406 -1.01897 -1.02311
O 2.30846 -0.83993 -0.84700
O 0.71129 -2.06919 -1.74058
C 1.85735 -2.85932 -2.17714
C 1.24345 -4.09163 -2.76147
C 0.13819 1.30618 -1.10311
C 1.39382 1.77234 -1.50281
C 1.59065 3.11317 -1.85383
C 0.51746 4.00114 -1.83706
C -0.75814 3.52927 -1.52241
C -0.93810 2.19215 -1.15604
C 0.10631 -0.03205 1.04732
C -1.10176 0.70997 1.65073
C -2.21593 -0.04477 2.05732
C -3.39274 0.57550 2.47626
C -3.47628 1.96868 2.54749
C -2.35241 2.72373 2.22459
C -1.16233 2.09112 1.84719
C 1.50462 0.44153 1.50170
C 2.42413 -0.49520 1.99774
C 3.70513 -0.11461 2.39609
C 4.05365 1.22810 2.30849
F 5.31324 1.61701 2.69491
C 3.18219 2.18658 1.81348
C 1.91792 1.76675 1.39212
H -3.69046 -4.46177 -1.05954
H -2.33502 -4.07626 -2.11966
H -2.03251 -4.49683 -0.41437
H -3.32240 -1.96628 -1.57252
H -3.44620 -2.35135 0.17097
H 2.42413 -2.26968 -2.91052
H 2.49222 -3.08221 -1.31135
H 2.02115 -4.72792 -3.18231
H 0.72277 -4.65976 -1.98539
H 0.52635 -3.84398 -3.54863
H 2.25127 1.10547 -1.48412
H 2.60197 3.43157 -2.12202
H 0.67728 5.05181 -2.07091
H -1.63054 4.18588 -1.52987
H -1.94121 1.84832 -0.92162
H 0.02624 -1.07825 1.38310
H -2.14497 -1.13595 2.06562
H -4.24592 -0.03927 2.76194
H -4.39260 2.45428 2.88944
H -2.37764 3.81134 2.28385
H -0.29384 2.71595 1.68130
H 2.14032 -1.54797 2.05016
H 4.42103 -0.84335 2.76050
H 3.46411 3.23263 1.72938
H 1.28139 2.49163 0.88905

19
Properties=species:S:1:pos:R:3 method="wB97M-V/def2-TZVPD" e_above_lowest_kcal_mol=1.5 total_charge=-2 lumo_ha=0.2313 smiles="C=C(C)C(=O)/C(=C/[O-])[P@](=O)([O-])O" homo_lumo_gap_ev=6.455
C 1.78426 -1.03381 -1.66798
C 0.59092 -0.70873 -1.21280
C -0.28670 0.09537 -2.06444
C 0.29182 -1.13614 0.16397
O 0.45319 -2.39873 0.34245
C -0.30010 -0.20610 1.13734
C -0.64800 -0.78710 2.28970
O -1.22835 -0.21805 3.29259
P -0.46994 1.61423 0.70615
O -1.87164 1.71782 0.16978
O 0.56368 2.40193 0.00689
O -0.43505 2.22819 2.19547
H 1.96942 -0.79093 -2.70640
H 2.71040 -1.41308 -1.07472
H -1.21874 -0.53856 -2.12441
H -0.40740 0.91554 -1.43163
H 0.20500 0.21729 -2.97867
H -0.62004 -1.90690 2.20002
H -1.08274 1.94777 2.75671